A molecular structure, Cl5NP2 in a non-equilibrium geometry. Source: OMol25; level of theory: ωB97M-V/def2-TZVPD.

Summary:
- largest force on an atom (eV Å⁻¹) = 3.6
- E_tot (a.u.) = -3038.4377
- HOMO-LUMO gap (eV) = 9.4
- M (Da) = 253.22

ORCA input file:
```
! RIJCOSX wB97M-V def2-TZVPD def2/J DEFGRID3
* xyz 0 1
N -2.001 0.437 0.529
P -0.854 1.210 0.986
P 0.522 -1.658 -0.489
Cl 0.342 0.779 2.360
Cl -0.293 3.173 0.515
Cl -0.821 -1.838 -1.797
Cl 1.044 0.368 -0.698
Cl 2.062 -2.473 -1.407
*
```